# 1
# C34H70N5O14S4

A 5-piece molecular cluster, C34H70N5O14S4 overall in a non-equilibrium geometry (the ωB97M-V functional and the def2-TZVPD basis, the OMol25 dataset).

```
! RIJCOSX wB97M-V def2-TZVPD def2/J DEFGRID3
* xyz 1 1
C 2.47 -6.95 4.38
N 2.97 -5.60 4.82
C 3.11 -4.59 3.95
N 2.78 -4.81 2.56
C 3.01 -3.49 1.94
C 2.71 -3.26 0.40
C 3.26 -1.91 -0.24
C 2.55 -1.79 -1.70
O 2.19 -2.85 -2.28
O 2.33 -0.50 -2.30
N 3.45 -2.64 3.00
C 3.78 -1.19 2.87
C 5.23 -0.89 2.25
C 5.62 0.66 2.13
C 4.79 1.50 1.04
C 3.29 1.89 1.45
C 3.07 2.25 3.00
C 1.49 2.31 3.43
C 0.48 2.35 2.18
C -1.03 2.38 2.82
C -1.85 1.02 2.58
C -3.45 1.31 2.52
C -4.33 0.01 2.90
N -4.60 -0.89 1.73
C -5.52 -2.03 1.82
C -5.58 -2.83 0.47
C -4.61 -2.04 -0.49
C -4.08 -0.86 0.38
N 3.55 -3.22 4.24
H 1.52 -6.74 3.75
H 2.08 -7.49 5.33
H 3.23 -7.57 3.80
H 3.19 -5.45 5.81
H 3.22 -4.13 -0.17
H 1.58 -3.42 0.21
H 4.39 -1.91 -0.48
H 2.96 -0.95 0.31
H 1.96 -0.66 -3.21
H 3.80 -0.76 3.95
H 2.91 -0.68 2.34
H 6.00 -1.37 2.98
H 5.43 -1.37 1.23
H 6.73 0.69 1.78
H 5.64 1.21 3.15
H 5.40 2.45 0.76
H 4.73 0.89 0.05
H 2.60 1.05 1.05
H 3.02 2.83 0.84
H 3.56 1.53 3.74
H 3.49 3.29 3.21
H 1.29 3.11 4.24
H 1.30 1.29 3.96
H 0.61 3.28 1.53
H 0.54 1.38 1.56
H -0.93 2.51 3.97
H -1.60 3.29 2.40
H -1.71 0.26 3.43
H -1.59 0.48 1.61
H -3.77 2.15 3.24
H -3.79 1.66 1.48
H -5.37 0.33 3.29
H -3.85 -0.56 3.78
H -6.12 -2.32 2.75
H -6.17 -3.79 0.22
H -4.35 -2.25 -1.58
H -3.35 -0.02 0.12
H 3.82 -2.79 5.13
O 0.76 3.69 -1.20
S 1.11 3.36 -2.56
O 2.48 3.30 -3.00
O 0.27 4.31 -3.57
C 0.34 5.72 -3.40
C 1.64 6.29 -3.96
C 0.32 1.83 -2.98
H 0.21 6.00 -2.35
H -0.50 6.15 -3.95
H 2.50 5.95 -3.37
H 1.62 7.38 -3.95
H 1.80 5.95 -4.99
H -0.73 1.88 -2.70
H 0.82 1.03 -2.43
H 0.43 1.66 -4.06
O 8.82 4.08 -1.74
S 8.25 4.53 -2.99
O 7.77 5.88 -3.16
O 7.10 3.50 -3.45
C 6.05 3.20 -2.53
C 5.02 4.31 -2.48
C 9.40 4.18 -4.29
H 6.45 2.99 -1.54
H 5.57 2.28 -2.89
H 5.44 5.22 -2.04
H 4.16 4.01 -1.88
H 4.68 4.57 -3.49
H 9.73 3.15 -4.20
H 10.25 4.86 -4.19
H 8.91 4.35 -5.25
O -6.00 -7.62 2.50
S -6.53 -7.20 1.22
O -7.01 -5.86 1.00
O -7.67 -8.25 0.76
C -8.75 -8.53 1.65
C -9.78 -7.42 1.64
C -5.35 -7.59 -0.04
H -8.37 -8.71 2.66
H -9.21 -9.45 1.31
H -9.37 -6.50 2.08
H -10.66 -7.70 2.23
H -10.09 -7.18 0.62
H -5.02 -8.62 0.09
H -4.50 -6.91 0.08
H -5.81 -7.45 -1.01
O -3.41 3.12 -2.38
S -3.98 3.57 -3.63
O -4.47 4.91 -3.80
O -5.14 2.53 -4.08
C -6.18 2.23 -3.16
C -7.22 3.34 -3.10
C -2.84 3.22 -4.94
H -5.77 2.02 -2.16
H -6.66 1.31 -3.51
H -6.79 4.24 -2.66
H -8.07 3.03 -2.50
H -7.56 3.60 -4.10
H -2.51 2.19 -4.85
H -1.99 3.90 -4.84
H -3.34 3.38 -5.89
*
```

- E_tot: -4256.83356 a.u.
- HOMO-LUMO gap: 6.13 eV

# 2
# C6H6N

An isolated ion of composition C6H6N and charge +1 in a non-equilibrium geometry (the ωB97M-V functional and the def2-TZVPD basis, the OMol25 dataset).

```
! RIJCOSX wB97M-V def2-TZVPD def2/J DEFGRID3
* xyz 1 1
C 0.19 -0.67 0.06
C -1.25 -1.25 -0.16
C 0.12 0.84 0.20
C -2.33 0.82 -0.06
C 1.42 0.43 -0.59
C -2.47 -0.64 -0.17
N -1.16 1.29 -0.08
H 0.71 -1.31 0.76
H -1.22 -2.34 -0.17
H 0.38 1.25 1.19
H -3.19 1.49 -0.06
H 2.31 0.37 0.00
H 1.45 0.50 -1.66
*
```

- E_tot: -286.44006 a.u.
- HOMO-LUMO gap (spin up / spin down): 6.87 / 7.57 eV
- Energy relative to the best compared isomer or geometry (same formula, charge and spin): 122.5 kcal per mole

# 3
# C5H8AgBBr4F4O3

C5H8AgBBr4F4O3 as an isolated structure in a non-equilibrium geometry (the ωB97M-V functional and the def2-TZVPD basis, the OMol25 dataset).

```
! RIJCOSX wB97M-V def2-TZVPD def2/J DEFGRID3
* xyz -2 1
Ag -7.73 4.05 16.32
C -5.95 1.86 15.46
O -6.86 1.53 16.34
O -5.43 0.94 14.74
O -6.09 3.05 14.94
B -9.72 4.53 14.41
F -11.06 4.47 14.06
F -9.43 5.24 15.54
F -9.28 3.23 14.56
F -9.05 5.16 13.33
Br -5.39 6.58 16.07
C -6.49 6.64 14.40
C -5.79 6.21 13.08
Br -4.17 7.30 12.66
H -6.94 7.64 14.35
H -7.43 6.13 14.59
H -6.55 6.22 12.29
H -5.38 5.21 13.16
Br -2.98 3.89 18.43
C -4.89 4.39 18.78
C -5.62 3.24 19.32
Br -7.53 3.83 19.33
H -5.34 4.68 17.83
H -4.94 5.24 19.45
H -5.27 3.05 20.33
H -5.64 2.41 18.61
*
```

- E_tot: -11288.62984 a.u.
- HOMO-LUMO gap: 4.01 eV
- Energy relative to the best compared isomer or geometry (same formula, charge and spin): 13.2 kcal per mole

# 4
# C86H186N10O18

C86H186N10O18 as an isolated structure in a non-equilibrium geometry (the ωB97M-V functional and the def2-TZVPD basis, the OMol25 dataset).

```
! RIJCOSX wB97M-V def2-TZVPD def2/J DEFGRID3
* xyz 3 2
C -2.13 -0.60 -7.25
C -1.05 -1.69 -7.53
C 0.39 -1.13 -7.55
N 1.50 -2.24 -7.75
C 0.98 -3.17 -8.94
C 2.91 -1.72 -8.07
C 3.82 -2.76 -7.40
C 3.14 -3.08 -6.10
C 1.63 -3.03 -6.43
H -2.14 0.15 -8.04
H -1.93 -0.06 -6.33
H -3.12 -1.05 -7.24
H -1.34 -2.03 -8.53
H -1.23 -2.56 -6.91
H 0.64 -0.69 -6.59
H 0.53 -0.39 -8.34
H 0.15 -3.77 -8.57
H 1.79 -3.81 -9.29
H 0.67 -2.46 -9.71
H 2.94 -1.62 -9.16
H 2.86 -0.71 -7.66
H 3.77 -3.69 -7.98
H 4.81 -2.32 -7.35
H 3.36 -4.12 -5.84
H 3.41 -2.39 -5.30
H 1.31 -4.05 -6.65
H 1.06 -2.66 -5.58
C -9.20 3.07 -1.63
C -7.92 3.49 -0.90
C -6.83 2.41 -1.16
N -5.41 3.01 -1.09
C -5.16 3.89 -2.37
C -4.28 1.88 -0.92
C -3.15 2.69 -0.34
C -3.88 3.50 0.73
C -5.26 3.65 0.29
H -9.54 2.12 -1.22
H -9.12 3.09 -2.71
H -9.99 3.81 -1.45
H -8.11 3.64 0.16
H -7.42 4.37 -1.29
H -6.84 2.05 -2.19
H -6.83 1.56 -0.48
H -4.78 3.22 -3.14
H -4.42 4.62 -2.04
H -6.05 4.37 -2.78
H -4.12 1.32 -1.85
H -4.64 1.23 -0.12
H -2.62 3.34 -1.04
H -2.44 2.15 0.28
H -3.28 4.41 0.83
H -3.80 2.90 1.63
H -5.59 4.68 0.13
H -5.90 3.19 1.04
C -10.06 -0.52 -2.26
C -8.72 -0.77 -1.51
C -8.68 -2.22 -1.06
N -7.63 -2.62 0.05
C -8.04 -2.15 1.47
C -6.12 -2.20 -0.27
C -5.23 -3.20 0.44
C -6.10 -4.48 0.51
C -7.53 -4.19 -0.04
H -10.26 0.51 -2.56
H -10.86 -0.87 -1.60
H -10.01 -1.19 -3.12
H -8.67 -0.05 -0.69
H -7.91 -0.53 -2.20
H -8.35 -2.77 -1.94
H -9.70 -2.55 -0.82
H -7.22 -2.26 2.18
H -8.93 -2.76 1.67
H -8.18 -1.08 1.33
H -5.98 -1.20 0.12
H -5.94 -2.13 -1.34
H -4.97 -2.92 1.46
H -4.29 -3.37 -0.08
H -6.27 -4.78 1.54
H -5.69 -5.34 -0.03
H -8.40 -4.53 0.53
H -7.55 -4.60 -1.04
C 3.52 1.50 1.92
C 3.96 2.55 3.00
C 2.97 3.60 3.46
N 3.30 4.61 4.63
C 3.49 3.87 6.00
C 4.52 5.50 4.35
C 4.32 6.75 5.19
C 2.80 6.99 5.42
C 2.21 5.70 4.79
H 3.12 1.94 1.01
H 2.76 0.78 2.20
H 4.53 1.11 1.75
H 4.85 3.09 2.66
H 4.34 2.01 3.87
H 2.07 3.09 3.82
H 2.71 4.20 2.59
H 4.11 4.44 6.70
H 4.05 2.95 5.79
H 2.53 3.79 6.50
H 5.45 4.95 4.51
H 4.47 5.71 3.29
H 4.89 6.62 6.10
H 4.81 7.63 4.79
H 2.45 6.89 6.45
H 2.47 7.88 4.90
H 1.40 5.26 5.37
H 1.84 5.92 3.79
C 0.02 -1.72 11.95
C 0.36 -1.70 10.38
C 0.94 -0.45 9.70
N 1.43 -0.64 8.26
C 2.61 -1.66 8.14
C 1.98 0.72 7.68
C 1.61 0.76 6.16
C 0.74 -0.47 5.95
C 0.25 -0.88 7.32
H -0.50 -2.63 12.25
H -0.64 -0.89 12.19
H 0.96 -1.58 12.50
H -0.55 -2.07 9.90
H 1.13 -2.47 10.28
H 1.80 -0.21 10.33
H 0.29 0.41 9.86
H 3.36 -1.43 8.90
H 2.95 -1.83 7.12
H 2.13 -2.57 8.50
H 3.05 0.86 7.85
H 1.51 1.53 8.24
H 2.43 0.65 5.45
H 0.88 1.54 5.95
H 1.24 -1.30 5.46
H -0.11 -0.18 5.33
H -0.03 -1.93 7.41
H -0.66 -0.29 7.45
C -2.02 3.38 -5.65
C -0.74 4.19 -5.87
C 0.46 3.36 -6.37
N 1.74 4.10 -6.62
C 2.05 4.97 -5.43
C 2.89 3.06 -6.87
C 3.95 3.74 -7.71
C 3.23 4.88 -8.55
C 1.77 4.92 -7.95
H -2.39 2.81 -6.51
H -2.83 4.06 -5.38
H -1.99 2.77 -4.74
H -0.56 4.82 -5.00
H -1.14 4.82 -6.67
H 0.15 2.77 -7.23
H 0.84 2.72 -5.57
H 3.01 5.46 -5.58
H 2.18 4.32 -4.57
H 1.29 5.70 -5.19
H 3.33 2.84 -5.90
H 2.37 2.40 -7.56
H 4.77 4.23 -7.19
H 4.23 3.11 -8.56
H 3.84 5.78 -8.60
H 3.11 4.61 -9.60
H 1.23 5.85 -7.80
H 1.20 4.32 -8.66
C 2.23 -1.97 2.29
C 0.89 -1.44 1.68
C 0.69 -1.88 0.18
N -0.62 -1.29 -0.51
C -1.85 -1.41 0.43
C -0.87 -1.89 -1.91
C -0.89 -0.80 -3.01
C -1.24 0.37 -2.21
C -0.44 0.21 -0.85
H 3.08 -1.87 1.62
H 2.24 -3.05 2.46
H 2.57 -1.46 3.19
H 0.94 -0.35 1.63
H 0.06 -1.70 2.33
H 0.52 -2.95 0.20
H 1.44 -1.56 -0.55
H -1.88 -2.38 0.93
H -2.78 -1.29 -0.13
H -1.89 -0.52 1.05
H -1.83 -2.40 -1.95
H -0.17 -2.72 -2.04
H -1.59 -1.04 -3.82
H 0.07 -0.69 -3.51
H -2.31 0.36 -1.99
H -1.01 1.28 -2.77
H -0.73 0.79 0.02
H 0.57 0.52 -1.09
C 1.44 9.45 -2.39
C 1.97 8.09 -2.12
C 1.22 7.47 -0.95
N 1.48 5.98 -0.57
C 2.91 5.76 -0.12
C 1.29 5.09 -1.80
C 0.89 3.67 -1.26
C 0.72 3.87 0.22
C 0.51 5.36 0.42
H 1.88 9.79 -3.33
H 1.70 10.04 -1.51
H 0.37 9.34 -2.55
H 3.05 8.14 -2.05
H 1.86 7.54 -3.05
H 0.14 7.62 -1.02
H 1.52 7.99 -0.04
H 3.09 6.22 0.85
H 3.68 6.19 -0.77
H 3.24 4.73 -0.04
H 2.19 5.18 -2.41
H 0.48 5.51 -2.40
H 1.59 2.85 -1.45
H -0.09 3.45 -1.68
H 1.54 3.30 0.66
H -0.18 3.40 0.61
H 0.84 5.61 1.42
H -0.50 5.54 0.05
C 5.92 -6.50 8.23
C 5.08 -5.47 7.40
C 4.30 -6.20 6.29
N 3.74 -5.26 5.22
C 4.91 -4.55 4.45
C 2.86 -6.04 4.17
C 1.40 -5.88 4.52
C 1.37 -4.48 5.02
C 2.73 -4.19 5.73
H 6.21 -6.01 9.16
H 6.74 -7.07 7.80
H 5.19 -7.20 8.63
H 5.76 -4.68 7.09
H 4.35 -4.95 8.01
H 3.47 -6.79 6.67
H 4.88 -7.01 5.84
H 4.30 -3.93 3.79
H 5.59 -5.35 4.14
H 5.37 -3.81 5.11
H 3.26 -5.63 3.24
H 3.19 -7.07 4.03
H 0.64 -6.00 3.75
H 1.32 -6.65 5.28
H 1.23 -3.78 4.21
H 0.60 -4.35 5.78
H 3.16 -3.22 5.52
H 2.54 -4.27 6.80
C 6.59 -3.12 1.43
C 5.85 -4.12 0.64
C 5.15 -3.56 -0.60
N 4.49 -4.73 -1.41
C 5.54 -5.75 -1.86
C 3.91 -4.17 -2.75
C 2.44 -4.53 -2.96
C 2.28 -5.67 -1.94
C 3.18 -5.35 -0.77
H 7.21 -2.50 0.78
H 7.34 -3.65 2.02
H 5.91 -2.49 2.02
H 5.13 -4.51 1.36
H 6.73 -4.71 0.35
H 5.95 -3.19 -1.24
H 4.31 -2.89 -0.39
H 4.97 -6.48 -2.44
H 5.97 -6.34 -1.04
H 6.24 -5.25 -2.52
H 4.56 -4.44 -3.58
H 3.98 -3.08 -2.69
H 2.13 -4.84 -3.96
H 1.80 -3.71 -2.63
H 2.57 -6.58 -2.48
H 1.30 -5.82 -1.50
H 3.43 -6.21 -0.16
H 2.66 -4.59 -0.18
O -3.97 -4.07 -2.78
C -5.18 -4.68 -3.01
O -6.14 -3.93 -3.32
O -5.35 -5.90 -2.79
H -4.12 -3.18 -3.09
O -2.74 -5.36 0.88
C -1.50 -5.07 0.58
O -1.34 -4.93 -0.60
O -0.63 -5.02 1.45
H -3.07 -5.35 -0.03
O -3.83 0.63 2.63
C -4.93 -0.07 2.54
O -5.89 0.41 1.91
O -4.91 -1.21 3.02
H -3.48 -0.22 2.92
O -2.54 2.53 3.82
C -1.25 2.56 3.43
O -0.91 1.83 2.52
O -0.45 3.29 4.08
H -2.91 1.91 3.19
O -6.59 -1.26 -4.24
C -5.41 -0.61 -4.03
O -5.24 0.58 -4.23
O -4.46 -1.32 -3.56
H -6.42 -2.09 -3.79
O 3.59 0.73 -4.29
C 2.60 0.33 -3.49
O 1.73 1.19 -3.40
O 2.65 -0.79 -2.92
H 3.02 1.49 -4.22
*
```

- E_tot: -5288.94886 a.u.
- HOMO-LUMO gap (spin up / spin down): 1.82 / 3.78 eV